#A
The following is a quantum chemistry calculation of H4INP2 as an isolated structure, from the OMol25 dataset.

Element x y z (Å)
N -0.5023 -1.0358 0.4622
P 1.5310 0.9136 -0.8683
P -1.7993 -0.5180 1.1750
I -0.5538 -2.5667 -0.8921
H 0.9727 -0.1147 -0.1073
H 1.0312 1.8923 -0.0189
H 0.4044 0.9893 -1.6850
H -1.0840 0.4399 1.9344

Summary:
LUMO level	-0.9883	eV
net charge	0
spin multiplicity	1
highest occupied orbital energy	-0.329	Ha
Kohn-Sham gap	7.9537	eV

Results of the Mulliken charge analysis, in e, for atoms 1 through 2:
1. N -0.407
2. P -0.079

=====

#B
The following is a quantum chemistry calculation of a 2-piece molecular cluster, H4INP2 overall, from the OMol25 dataset.

Element x y z (Å)
N 2.1823 -0.4046 -2.1915
P 0.3632 -0.3606 1.1265
P -0.3560 -0.1385 -0.9194
I 3.4837 0.5469 -1.1023
H 2.0826 -1.4723 -1.9625
H 1.4307 -1.1949 1.0781
H 0.9237 1.0564 1.1309
H -0.6297 -1.4330 -1.0843

Summary:
LUMO level (spin up / spin down)	-1.1743 / -1.2158	eV
net charge	0
spin multiplicity	1
highest occupied orbital energy (spin up / spin down)	-0.299 / -0.333	Ha
Kohn-Sham gap (spin up / spin down)	6.9694 / 7.8558	eV

Results of the Mulliken charge analysis, in e, for atoms 1 through 2:
1. N -0.556
2. P -0.076

=====

Stability summary - winner: #A; margin: 133.1 kJ/mol.

=====

#A
The following is a quantum chemistry calculation of CI3O2S as an isolated structure, from the OMol25 dataset.

Element x y z (Å)
C -0.3255 0.5372 0.0493
O 1.4133 -1.3528 -1.1114
O -1.1005 -1.1053 -1.3643
S 0.1170 -1.2170 -0.4307
I -2.1017 0.8548 1.2093
I 0.6228 2.2499 -0.7620
I 1.3746 0.0333 2.4098

Summary:
LUMO level (spin up / spin down)	1.7408 / 1.7362	eV
net charge	-1
spin multiplicity	1
highest occupied orbital energy (spin up / spin down)	-0.177 / -0.177	Ha
Kohn-Sham gap (spin up / spin down)	6.5547 / 6.5491	eV

Results of the Mulliken charge analysis, in e, for atoms 1 through 2:
1. C -0.515
2. O -0.523

=====

#B
The following is a quantum chemistry calculation of CI3O2S as an isolated structure, from the OMol25 dataset.

Element x y z (Å)
C -0.0606 -0.9316 1.0101
O 0.6511 1.4820 -0.0961
O -1.7723 1.0468 0.1902
S -0.4501 0.5237 -0.0876
I 1.5793 -0.3188 2.1734
I 0.6384 -2.4254 -0.3900
I -0.5858 0.6233 -2.7999

Summary:
LUMO level	1.7350	eV
net charge	-1
spin multiplicity	1
highest occupied orbital energy	-0.169	Ha
Kohn-Sham gap	6.3268	eV

Results of the Mulliken charge analysis, in e, for atoms 1 through 2:
1. C -0.450
2. O -0.469

=====

Stability summary - winner: #B; margin: 11.5 kJ/mol.